This record from OMol25 describes an isolated molecule of C4H4N4. The level of theory is the ωB97M-V functional and the def2-TZVPD basis.

Atoms and positions in Å:
C (1.611, 0.161, -0.407)
C (0.961, 1.108, 0.485)
N (-0.295, 1.500, 0.288)
N (-1.367, 1.022, -0.422)
C (-1.631, -0.271, -0.478)
C (-0.889, -1.141, 0.448)
N (0.284, -1.575, 0.408)
N (1.218, -1.054, -0.607)
H (2.583, 0.511, -0.835)
H (1.553, 2.019, 0.847)
H (-2.561, -0.476, -0.950)
H (-1.468, -1.805, 1.223)

Summary:
**M**: 108.1 g/mol
**LUMO**: -0.832 eV
**Frontier orbital gap**: 8.89 eV
**E_HOMO**: -9.7 eV



This record from OMol25 describes a cluster of 11 separate species, H22O11 in total. The level of theory is the ωB97M-V functional and the def2-TZVPD basis.

Atoms and positions in Å:
O (0.075, -1.178, -2.640)
H (-0.876, -1.246, -2.787)
H (0.396, -2.088, -2.680)
O (-1.119, -1.954, 0.441)
H (-1.536, -2.580, -0.161)
H (-0.165, -2.097, 0.328)
O (0.209, 4.029, 0.420)
H (-0.186, 3.424, 1.066)
H (0.190, 3.499, -0.392)
O (0.203, 0.480, -0.085)
H (0.242, -0.238, -0.730)
H (-0.269, 0.111, 0.668)
O (1.591, -2.881, 0.469)
H (2.355, -3.449, 0.319)
H (1.732, -2.139, -0.135)
O (0.635, 2.513, -1.943)
H (0.549, 1.728, -1.364)
H (0.639, 2.180, -2.847)
O (-3.446, -0.294, 1.321)
H (-2.724, -0.881, 1.057)
H (-4.211, -0.869, 1.422)
O (-1.397, 2.359, 2.088)
H (-1.055, 1.455, 2.153)
H (-2.142, 2.397, 2.693)
O (-0.556, -0.424, 2.647)
H (-0.916, -0.464, 3.540)
H (-0.778, -1.278, 2.254)
O (2.612, -0.002, 2.014)
H (1.727, -0.381, 1.953)
H (2.768, 0.393, 1.150)
O (2.020, 0.283, -4.171)
H (1.731, -0.009, -3.300)
H (1.702, -0.399, -4.770)

Summary:
**M**: 198.2 g/mol
**LUMO**: -0.924 eV
**Frontier orbital gap**: 8.35 eV
**E_HOMO**: -9.3 eV